[1]
The following is a quantum chemistry calculation of C3H4O2 in the gas phase in a non-equilibrium geometry, from OMol25.

- Total charge: 0
- LUMO: 0.50 eV
- SMILES: O=C[C@H]1CO1
- Orbital gap: 0.399 Eh
- Energy relative to the best compared isomer or geometry (same formula, charge and spin): 236.9 kJ/mol

Each line ends with the Löwdin charge.
Atoms and positions in Å:
C (0.79, -0.65, 0.94)  -0.192
C (0.45, 0.05, -0.26)  -0.329
C (-0.96, 0.42, -0.56)  -0.067
H (0.17, -0.35, 1.86)  0.155
H (1.13, -0.06, -1.06)  0.147
H (-1.32, 0.32, -1.66)  0.131
H (-1.89, 0.50, 0.15)  0.149
O (1.55, -1.62, 0.84)  0.049
O (0.08, 1.40, -0.26)  -0.044



[2]
The following is a quantum chemistry calculation of C3H4O2 in the gas phase in a non-equilibrium geometry, from OMol25.

- Total charge: 0
- LUMO: 1.03 eV
- SMILES: O[C@@H]1[C@H]2O[C@@H]12
- Orbital gap: 0.379 Eh
- Energy relative to the best compared isomer or geometry (same formula, charge and spin): 423.8 kJ/mol

Each line ends with the Löwdin charge.
Atoms and positions in Å:
O (-0.71, -1.33, -0.60)  -0.009
C (-0.73, -0.21, 0.23)  -0.267
C (0.65, 0.00, 0.74)  -0.130
C (0.21, 0.78, -0.38)  -0.173
O (0.70, 1.43, 0.80)  0.018
H (-1.70, 0.05, 0.63)  0.156
H (1.43, -0.69, 1.02)  0.151
H (0.12, -1.18, -1.09)  0.097
H (0.03, 1.16, -1.36)  0.157



energy relative to the best compared isomer or geometry (same formula, charge and spin) of number 1 (C3H4O2)?
236.9 kJ/mol



Which value of orbital gap does entry 2 give?
0.379 Eh



Number 1 is which compound?
C3H4O2